DFT (the ωB97M-V functional and the def2-TZVPD basis) results for a gas-phase ion, C2H8NO2 (charge +1) at a distorted geometry.

Structure (ORCA input):
```
! wB97M-V def2-TZVPD RIJCOSX def2/J DEFGRID3
* xyz 1 1
O -1.71584 -0.85252 -0.04526
H -0.43429 2.16402 -0.04264
H 1.06923 -1.11985 -1.01393
N 0.92268 -0.97694 -0.00582
H -0.36501 0.97438 -1.38325
H 1.65079 -1.47747 0.51500
H 1.78147 0.97056 -0.05914
O -1.64801 0.54012 0.24722
H 0.86131 0.58571 1.41435
H -0.03202 -1.35152 0.21590
C -0.32984 1.11299 -0.29993
C 0.88851 0.47489 0.32915
H -2.64896 -1.04437 0.12836
*
```

For the highest occupied orbital energy, the calculation gives -14.45 eV. The SMILES is [NH3+]CCOO. As for the energy above the lowest of the compared OMol25 structures with the same formula, charge and spin: 88.3 kcal/mol. The total energy is -7779.128 eV. As for the largest force on an atom: 2.83 eV/Å. The calculation puts the LUMO energy at -3.61 eV.